{"formula": "C22H22F3N3O", "method": "the ωB97M-V functional and the def2-TZVPD basis", "elements": ["O", "C", "N", "C", "H", "C", "C", "H", "H", "C", "N", "C", "C", "H", "H", "C", "H", "C", "H", "H", "H", "C", "C", "C", "C", "C", "C", "C", "F", "F", "F", "H", "H", "H", "H", "H", "H", "H", "C", "C", "C", "N", "C", "C", "C", "H", "H", "H", "H", "H", "H"], "xyz": [[-0.703, 2.824, -1.661], [-0.824, 2.262, -0.627], [0.010, 2.595, 0.419], [-0.338, 2.061, 1.638], [-0.706, 2.871, 2.262], [-1.516, 1.249, 1.387], [-1.224, -0.169, 1.720], [-0.496, -0.490, 2.350], [-2.015, -0.845, 1.572], [-0.447, -0.686, 0.268], [-0.937, -0.012, -0.732], [-2.109, -0.660, -1.473], [-3.323, 0.472, -1.987], [-4.104, 0.033, -2.027], [-2.728, 0.896, -2.866], [-3.113, 1.494, -0.565], [-3.490, 2.470, -0.948], [-1.703, 1.325, -0.108], [-3.750, 0.956, 0.058], [-1.842, -1.303, -2.078], [-2.754, -1.309, -0.751], [0.062, -1.990, -0.022], [0.803, -2.120, -1.281], [1.161, -3.193, -1.793], [0.928, -4.567, -1.630], [-0.011, -4.576, -0.258], [-0.577, -3.239, 0.340], [-1.100, -3.588, 1.607], [-2.503, -2.932, 1.578], [-0.771, -2.865, 2.758], [-1.261, -4.828, 1.949], [-0.266, -5.414, 0.048], [1.079, -5.436, -1.848], [1.587, -3.134, -2.914], [0.922, -1.071, -1.791], [0.744, -0.278, 0.406], [-2.340, 1.414, 1.732], [0.593, 1.577, 2.278], [1.208, 3.621, 0.316], [2.567, 2.836, 0.400], [3.300, 2.917, 1.391], [4.603, 2.296, 1.528], [4.627, 1.315, 0.421], [3.576, 1.060, -0.579], [2.664, 1.814, -0.707], [1.668, 1.489, -1.399], [3.689, 0.126, -1.257], [5.327, 0.556, 0.519], [3.439, 3.640, 1.899], [1.174, 4.241, -0.611], [1.221, 4.300, 1.072]], "homo_lumo_gap_ev": 8.16, "homo_energy_ev": -8.493, "lumo_ev": -0.33}

***

{"formula": "C2H29O15", "method": "the ωB97M-V functional and the def2-TZVPD basis", "elements": ["O", "C", "O", "C", "H", "H", "H", "H", "H", "O", "H", "H", "O", "H", "H", "O", "H", "H", "O", "H", "H", "O", "H", "H", "O", "H", "H", "O", "H", "H", "O", "H", "H", "O", "H", "H", "O", "H", "H", "O", "H", "H", "O", "H", "H", "O"], "xyz": [[2.476, 0.469, -0.326], [1.535, 0.195, 0.438], [1.724, -0.431, 1.518], [0.120, 0.592, 0.065], [-0.560, 0.397, 0.838], [0.091, 1.677, -0.205], [-0.249, 0.024, -0.796], [-1.584, 1.795, 3.838], [-1.649, 1.795, 2.264], [-1.180, 1.359, 3.051], [1.507, -2.444, -0.869], [0.032, -2.264, -0.563], [0.624, -2.243, -1.309], [-1.191, -1.109, -3.397], [-0.678, -2.272, -2.502], [-1.419, -2.023, -3.014], [-2.468, -1.593, -0.310], [-2.555, -1.590, -1.840], [-3.019, -1.262, -0.990], [0.495, -0.963, 2.455], [-0.825, -0.361, 2.947], [-0.393, -1.209, 2.858], [1.657, 2.570, 1.909], [0.269, 2.239, 2.490], [0.762, 2.913, 2.050], [2.591, -1.829, 0.850], [3.358, -1.563, -0.367], [2.935, -2.320, 0.064], [-2.287, 2.174, 0.092], [-1.146, 3.178, 0.864], [-2.058, 2.740, 0.989], [3.035, 0.698, 2.181], [3.540, 1.335, 0.991], [3.594, 1.480, 1.936], [-1.439, -3.208, 0.877], [-0.951, -1.770, 1.458], [-1.189, -2.324, 0.665], [1.300, -0.981, -2.344], [2.003, 0.219, -1.931], [1.548, -0.149, -2.733], [0.128, 0.605, -2.961], [-0.580, 1.562, -3.843], [-0.750, 0.878, -3.215], [-2.803, 0.393, -1.051], [-1.841, 1.284, -1.872], [-2.510, 1.340, -1.251]], "homo_lumo_gap_ev": 10.22, "de_lowest_kcal_mol": 0.0, "homo_energy_ev": -7.319, "lumo_ev": 2.90, "charge": -1}

***

{"formula": "C9H15ClI2N2OPPb", "method": "the ωB97M-V functional and the def2-TZVPD basis", "elements": ["I", "I", "Pb", "P", "C", "C", "H", "H", "H", "C", "H", "H", "H", "H", "H", "H", "C", "O", "Cl", "N", "C", "C", "C", "C", "C", "N", "H", "H", "H", "H", "H", "H"], "xyz": [[-4.364, -3.379, -2.557], [-4.390, -0.551, -2.569], [-0.648, 0.897, -0.210], [1.263, 0.131, -2.489], [0.771, -0.572, -4.103], [1.979, 1.765, -2.952], [3.224, -0.559, -1.265], [3.463, -0.662, -3.058], [2.521, -1.888, -2.187], [2.787, -0.833, -2.224], [2.408, 2.220, -2.040], [2.728, 1.610, -3.739], [1.598, -0.430, -4.819], [-0.160, -0.087, -4.438], [1.166, 2.411, -3.319], [0.562, -1.643, -3.955], [-0.815, -1.350, -1.148], [-1.259, -2.259, -1.665], [1.769, 0.605, 0.688], [-2.044, 2.367, 3.009], [-1.511, 1.145, 3.339], [-1.324, 0.779, 4.692], [-0.821, -0.482, 4.976], [-0.305, -1.246, 3.914], [-0.408, -0.757, 2.619], [-1.062, 0.391, 2.309], [-2.487, 2.438, 2.080], [-2.394, 2.910, 3.776], [-1.653, 1.461, 5.470], [-0.770, -0.868, 6.003], [0.125, -2.230, 4.055], [0.049, -1.334, 1.810]], "homo_lumo_gap_ev": [4.35, 3.20], "de_lowest_kcal_mol": 10.1, "homo_energy_ev": [-17.244, -17.245], "lumo_ev": [-12.89, -14.04], "charge": 3}

***

{"formula": "C42H64N4O4SSr", "method": "the ωB97M-V functional and the def2-TZVPD basis", "elements": ["Sr", "C", "N", "C", "C", "C", "N", "C", "C", "C", "C", "C", "C", "C", "O", "C", "C", "C", "C", "C", "C", "C", "C", "C", "C", "C", "C", "C", "C", "C", "O", "C", "C", "C", "C", "C", "C", "C", "C", "H", "H", "H", "H", "H", "H", "H", "H", "H", "H", "H", "H", "H", "H", "H", "H", "H", "H", "H", "H", "H", "H", "H", "H", "H", "H", "H", "H", "H", "H", "H", "H", "H", "H", "H", "H", "H", "H", "H", "H", "H", "H", "H", "H", "H", "H", "H", "H", "H", "H", "H", "H", "H", "H", "N", "C", "C", "C", "O", "O", "H", "H", "H", "H", "H", "H", "S", "C", "C", "C", "C", "C", "N", "H", "H", "H", "H"], "xyz": [[13.324, 13.247, 12.971], [13.878, 12.875, 16.639], [13.125, 12.202, 15.555], [11.694, 12.173, 15.954], [13.718, 10.820, 15.319], [13.374, 10.071, 14.043], [13.938, 10.653, 12.785], [15.373, 10.421, 12.743], [16.254, 11.576, 12.222], [16.958, 11.357, 11.062], [17.919, 12.277, 10.556], [18.057, 13.411, 11.335], [17.392, 13.757, 12.524], [16.449, 12.828, 13.006], [15.669, 12.953, 14.032], [17.852, 15.084, 13.239], [19.322, 14.864, 13.593], [17.656, 16.334, 12.350], [17.141, 15.287, 14.560], [18.595, 12.078, 9.177], [19.587, 10.866, 9.303], [17.474, 11.768, 8.126], [19.254, 13.364, 8.766], [13.274, 9.904, 11.654], [13.745, 10.193, 10.219], [14.010, 9.139, 9.367], [14.405, 9.333, 8.068], [14.326, 10.632, 7.596], [14.044, 11.782, 8.384], [13.677, 11.578, 9.760], [13.388, 12.460, 10.614], [13.737, 13.167, 7.703], [14.934, 13.659, 6.861], [13.443, 14.300, 8.617], [12.545, 12.981, 6.778], [14.718, 8.071, 7.237], [15.713, 7.162, 8.020], [15.472, 8.463, 5.972], [13.458, 7.359, 6.881], [14.028, 12.162, 17.512], [13.288, 13.662, 17.000], [14.782, 13.287, 16.244], [11.547, 11.676, 16.987], [11.245, 11.558, 15.119], [11.196, 13.197, 15.876], [13.328, 10.162, 16.102], [14.825, 10.960, 15.405], [12.245, 10.010, 13.879], [13.712, 9.075, 14.198], [15.572, 9.506, 12.230], [15.702, 10.386, 13.761], [16.725, 10.462, 10.512], [18.765, 14.228, 11.007], [19.877, 14.654, 12.688], [19.407, 14.018, 14.303], [19.726, 15.734, 14.193], [18.291, 16.338, 11.400], [18.051, 17.185, 12.961], [16.610, 16.447, 12.096], [17.345, 14.532, 15.266], [16.019, 15.396, 14.411], [17.540, 16.214, 14.910], [18.998, 10.000, 9.504], [20.295, 11.140, 10.071], [20.163, 10.695, 8.386], [16.897, 10.905, 8.353], [18.008, 11.520, 7.207], [16.757, 12.680, 8.055], [20.091, 13.725, 9.376], [18.533, 14.164, 8.717], [19.638, 13.220, 7.752], [12.154, 10.231, 11.676], [13.383, 8.847, 11.760], [14.039, 8.078, 9.717], [14.666, 10.854, 6.589], [15.657, 14.134, 7.533], [14.554, 14.448, 6.209], [15.417, 12.942, 6.230], [14.245, 14.608, 9.278], [12.587, 14.072, 9.277], [13.395, 15.132, 7.846], [12.605, 12.279, 6.005], [12.311, 13.868, 6.235], [11.725, 12.696, 7.401], [16.662, 7.732, 8.042], [15.735, 6.238, 7.303], [15.350, 6.787, 8.955], [16.400, 8.985, 6.210], [14.874, 9.147, 5.401], [15.710, 7.498, 5.400], [13.031, 7.041, 7.819], [13.571, 6.446, 6.261], [12.828, 8.024, 6.356], [13.100, 15.613, 14.776], [12.474, 16.855, 14.317], [12.295, 16.946, 12.843], [13.710, 16.796, 12.166], [14.320, 17.867, 11.953], [14.113, 15.607, 12.138], [13.296, 15.673, 15.746], [14.014, 15.586, 14.301], [13.090, 17.652, 14.765], [11.479, 17.021, 14.774], [11.885, 17.907, 12.622], [11.634, 16.126, 12.401], [10.308, 13.749, 13.228], [9.605, 12.161, 13.316], [8.446, 11.882, 14.100], [7.863, 10.594, 14.072], [8.397, 9.617, 13.252], [9.515, 10.002, 12.518], [10.117, 11.178, 12.585], [8.010, 12.694, 14.737], [6.986, 10.324, 14.703], [7.982, 8.608, 13.236], [10.026, 9.388, 11.821]], "homo_lumo_gap_ev": 5.94, "de_lowest_kcal_mol": 58.5, "homo_energy_ev": -1.787, "lumo_ev": 4.15, "charge": -2}

***

{"formula": "CH6P4", "method": "the ωB97M-V functional and the def2-TZVPD basis", "elements": ["C", "P", "P", "P", "P", "H", "H", "H", "H", "H", "H"], "xyz": [[0.229, 1.744, -0.719], [-0.204, -2.616, 1.296], [-1.196, -1.762, -0.464], [0.801, -1.058, 0.141], [0.172, 0.869, 0.935], [-0.683, 1.602, -1.438], [1.033, 1.532, -1.399], [0.312, 2.808, -0.561], [-0.855, -1.553, 2.052], [-1.046, -2.934, -1.428], [1.437, 1.368, 1.584]], "homo_lumo_gap_ev": 9.20, "de_lowest_kcal_mol": 5.8, "homo_energy_ev": -8.495, "lumo_ev": 0.71}

***

{"formula": "CH4AgO", "method": "the ωB97M-V functional and the def2-TZVPD basis", "elements": ["Ag", "O", "H", "C", "H", "H", "H"], "xyz": [[0.748, -0.866, 0.347], [0.682, 1.046, 0.613], [1.384, 1.695, 0.625], [0.310, -0.063, -1.750], [0.713, 0.806, -2.292], [-0.700, 0.393, -1.745], [0.821, -0.734, -2.470]], "spin_multiplicity": 2, "homo_lumo_gap_ev": [7.52, 8.06], "de_lowest_kcal_mol": 0.0, "homo_energy_ev": [-8.145, -9.098], "lumo_ev": [-0.63, -1.04], "s2": 0.766}